Record 1
DFT (ωB97M-V/def2-TZVPD) results for a single C4H7NO molecule at a distorted geometry.

Summary:
SMILES string: CO[C@@H](C)C#N
ΔE to the lowest compared entry with this formula, charge and spin (kcal/mol): 34.79
E_HOMO (eV): -10.76
Total charge: 0

Element x y z (Å)
C  1.876  0.297  0.249
O  0.680  -0.371  0.605
C  -0.385  -0.148  -0.277
C  -1.593  -0.932  0.219
C  -0.710  1.297  -0.399
N  -0.950  2.424  -0.508
H  1.933  1.286  0.719
H  1.961  0.423  -0.837
H  2.709  -0.315  0.598
H  -0.107  -0.487  -1.289
H  -1.327  -1.990  0.294
H  -1.897  -0.571  1.205
H  -2.431  -0.819  -0.476

Record 2
DFT (ωB97M-V/def2-TZVPD) results for a single C4H7NO molecule.

Summary:
ΔE to the lowest compared entry with this formula, charge and spin (kcal/mol): 141.72
E_HOMO (alpha / beta) (eV): -7.90 / -7.89
Total charge: 0

Element x y z (Å)
O  1.313  -1.788  -1.651
C  0.628  -0.846  -1.178
C  0.927  -0.648  0.461
N  -0.114  0.198  0.901
C  -1.367  0.237  0.627
C  -0.648  1.509  0.488
H  0.756  0.182  -1.624
H  1.909  -0.212  0.635
H  0.824  -1.645  0.889
H  -2.266  -0.355  0.715
H  -0.534  -0.955  -1.030
H  -0.414  1.866  -0.514
H  -0.656  2.259  1.277

Record 3
DFT (ωB97M-V/def2-TZVPD) results for a single C4H7NO molecule at a distorted geometry.

Summary:
SMILES string: O=CC[C@H]1CN1
ΔE to the lowest compared entry with this formula, charge and spin (kcal/mol): 93.44
E_HOMO (eV): -9.05
Total charge: 0

Element x y z (Å)
O  0.794  1.570  -1.102
C  1.476  0.901  -0.333
C  1.224  -0.518  -0.054
C  -0.482  -0.484  0.660
C  -1.342  0.447  -0.076
N  -1.424  -1.036  -0.306
H  2.211  1.444  0.282
H  2.063  -0.981  0.509
H  0.911  -1.118  -0.902
H  -0.425  -0.755  1.710
H  -0.589  0.999  -0.825
H  -2.189  1.044  0.308
H  -2.227  -1.513  0.129

Record 4
DFT (ωB97M-V/def2-TZVPD) results for a single C4H7NO molecule.

Summary:
SMILES string: CC(=O)N1CC1
ΔE to the lowest compared entry with this formula, charge and spin (kcal/mol): 42.79
E_HOMO (eV): -9.76
Total charge: 0

Element x y z (Å)
C  -0.212  -0.907  1.524
C  0.556  0.265  0.950
O  1.608  0.611  1.437
N  0.063  0.966  -0.172
C  -0.851  0.460  -1.171
C  0.603  0.561  -1.458
H  0.530  -1.677  1.754
H  -0.670  -0.610  2.471
H  -0.978  -1.319  0.864
H  -1.517  1.218  -1.580
H  -1.297  -0.527  -1.063
H  1.010  1.338  -2.097
H  1.154  -0.379  -1.461

Record 5
DFT (ωB97M-V/def2-TZVPD) results for a single C4H7NO molecule.

Summary:
ΔE to the lowest compared entry with this formula, charge and spin (kcal/mol): 125.46
E_HOMO (eV): -8.85
Total charge: 0

Element x y z (Å)
O  -1.207  0.355  -1.378
C  -0.050  0.571  -0.634
C  -0.430  1.076  0.833
C  0.622  0.432  1.646
N  0.158  -1.803  -0.545
C  0.784  -0.699  -0.554
H  -1.423  -0.587  -1.261
H  0.538  1.358  -1.114
H  -1.479  0.801  0.997
H  -0.331  2.167  0.821
H  0.159  -0.447  2.144
H  0.790  -2.599  -0.461
H  1.872  -0.592  -0.491

Record 6
DFT (ωB97M-V/def2-TZVPD) results for a single C4H7NO molecule.

Summary:
SMILES string: O=CC1CNC1
ΔE to the lowest compared entry with this formula, charge and spin (kcal/mol): 47.61
E_HOMO (eV): -9.35
Total charge: 0

Element x y z (Å)
O  2.441  0.038  -0.035
C  1.278  -0.069  -0.357
C  0.113  0.005  0.599
C  -0.958  -1.024  0.218
N  -1.601  -0.006  -0.609
C  -0.924  1.057  0.150
H  0.981  -0.275  -1.408
H  0.497  0.047  1.608
H  -1.535  -1.338  1.117
H  -0.641  -1.900  -0.356
H  -2.618  0.026  -0.602
H  -1.512  1.478  0.983
H  -0.546  1.891  -0.465

Record 7
DFT (ωB97M-V/def2-TZVPD) results for 2 unconnected molecules or ions with the total composition C4H7NO.

Summary:
SMILES string: O[C@H]1C[C@]12C=N2.[H][H]
ΔE to the lowest compared entry with this formula, charge and spin (kcal/mol): 135.68
E_HOMO (eV): -9.27
Total charge: 0

Element x y z (Å)
O  -0.426  -1.946  0.564
C  -0.178  -1.109  -0.514
C  -1.228  -0.077  -0.899
C  -0.005  0.329  -0.197
C  0.347  1.627  0.222
N  -0.078  0.964  1.202
H  -0.501  -1.382  1.349
H  0.330  -1.640  -1.315
H  -2.133  0.020  -0.309
H  -1.260  0.257  -1.934
H  0.417  2.648  -0.116
H  2.253  0.317  1.290
H  2.462  -0.007  0.657

Record 8
DFT (ωB97M-V/def2-TZVPD) results for a single C4H7NO molecule at a distorted geometry.

Summary:
SMILES string: CC[C@H](O)C#N
ΔE to the lowest compared entry with this formula, charge and spin (kcal/mol): 31.02
E_HOMO (eV): -11.30
Total charge: 0

Element x y z (Å)
C  -0.119  1.363  1.023
C  -0.665  0.156  0.241
C  0.465  -0.638  -0.347
O  1.221  0.080  -1.259
C  0.017  -1.963  -0.848
N  -0.423  -2.987  -1.190
H  0.531  0.915  1.830
H  0.555  2.000  0.412
H  -0.903  1.915  1.492
H  -1.180  -0.530  0.911
H  -1.361  0.480  -0.555
H  1.176  -0.912  0.404
H  0.685  0.121  -2.113

Record 9
DFT (ωB97M-V/def2-TZVPD) results for 2 unconnected molecules or ions with the total composition C4H7NO at a distorted geometry.

Summary:
ΔE to the lowest compared entry with this formula, charge and spin (kcal/mol): 76.85
E_HOMO (eV): -10.45
Total charge: 0

Element x y z (Å)
C  -0.175  -1.020  2.093
N  -0.315  0.385  1.919
C  -0.419  1.539  1.739
C  -0.003  0.644  -1.504
C  1.415  0.718  -1.157
O  0.663  -0.461  -0.905
H  0.242  -1.436  1.174
H  -1.154  -1.462  2.293
H  0.490  -1.220  2.937
H  -0.726  1.151  -0.867
H  -0.296  0.498  -2.543
H  2.167  0.628  -1.940
H  1.712  1.277  -0.270

Record 10
DFT (ωB97M-V/def2-TZVPD) results for 2 unconnected molecules or ions with the total composition C4H7NO.

Summary:
SMILES string: O=CN=C1CC1.[H][H]
ΔE to the lowest compared entry with this formula, charge and spin (kcal/mol): 89.90
E_HOMO (eV): -9.83
Total charge: 0

Element x y z (Å)
O  2.866  -1.396  -0.501
C  1.724  -1.035  -0.571
N  1.076  -0.313  0.460
C  -0.126  -0.018  0.199
C  -1.419  0.319  0.772
C  -1.299  -0.286  -0.636
H  1.089  -1.273  -1.445
H  -1.737  -0.340  1.573
H  -1.790  1.335  0.835
H  -1.571  0.364  -1.461
H  -1.543  -1.330  -0.774
H  1.488  1.633  0.817
H  1.181  2.313  0.761

Record 11
DFT (ωB97M-V/def2-TZVPD) results for a single C4H7NO molecule.

Summary:
SMILES string: O[C@H]1CN2C[C@@H]12
ΔE to the lowest compared entry with this formula, charge and spin (kcal/mol): 68.26
E_HOMO (eV): -9.57
Total charge: 0

Element x y z (Å)
O  1.010  -0.118  1.904
C  0.832  -0.383  0.542
C  -0.350  -1.181  -0.048
N  -0.348  -0.283  -1.252
C  -0.907  0.964  -0.762
C  0.518  0.692  -0.474
H  0.414  0.594  2.162
H  1.751  -0.876  0.215
H  -1.284  -1.117  0.524
H  -0.151  -2.225  -0.297
H  -1.702  0.931  -0.019
H  -1.066  1.684  -1.563
H  1.280  1.318  -0.932

Record 12
DFT (ωB97M-V/def2-TZVPD) results for a single C4H7NO molecule.

Summary:
SMILES string: C[C@H]1CC(=O)N1
ΔE to the lowest compared entry with this formula, charge and spin (kcal/mol): 16.49
E_HOMO (eV): -9.76
Total charge: 0

Element x y z (Å)
C  -1.545  -0.352  0.319
C  -0.309  -0.108  -0.520
C  0.564  1.119  -0.146
C  1.655  0.091  0.217
O  2.788  0.123  0.626
N  0.823  -0.944  -0.121
H  -1.987  -1.327  0.087
H  -1.253  -0.361  1.373
H  -2.302  0.423  0.151
H  -0.542  -0.172  -1.590
H  0.824  1.791  -0.970
H  0.196  1.701  0.702
H  0.991  -1.931  -0.201